Record 1
A cluster of 2 separate species, C5H14NO in total, computed with ωB97M-V with the def2-TZVPD basis set.

Structure (XYZ):
```
21
Properties=species:S:1:pos:R:3:forces:R:3:lowdin_charge:R:1
O 1.353115 -1.760585 2.090396 -2.2 -0.7 0.7 0.053
C 0.166015 -1.820434 2.404781 2.0 1.6 -0.6 -0.157
C -0.878323 -1.487395 1.302345 -0.3 -0.7 -0.6 -0.051
N -0.118541 -1.545524 -0.058845 -0.3 -0.2 -0.3 0.176
H -0.158442 -1.916964 3.475474 0.0 -0.2 -0.9 0.155
H -1.689738 -2.260585 1.314238 0.6 0.9 -0.2 0.143
H -1.304473 -0.444778 1.399238 0.5 -1.3 0.1 0.137
H -0.465615 -2.164232 -0.837267 -0.2 0.5 1.3 0.198
H -0.066740 -0.600442 -0.484326 0.1 -0.4 0.3 0.067
H 0.854693 -1.857805 0.130656 -0.2 0.3 0.3 0.148
C -0.139558 1.869474 0.185762 -1.1 0.6 0.5 -0.127
C -0.359686 1.466845 -1.281648 0.5 -0.6 -0.1 -0.323
C 0.987999 0.999596 -1.914554 0.1 -0.2 0.3 -0.114
H 0.392521 1.094698 0.763702 0.3 0.4 -0.3 0.052
H -1.100790 2.000662 0.774679 0.9 0.2 -0.9 0.092
H 0.412867 2.834953 0.206553 -0.2 -0.8 0.3 0.096
H -0.705566 2.302744 -1.889088 -0.3 0.0 0.2 0.109
H -1.155003 0.688609 -1.353244 0.4 0.3 -0.1 0.094
H 0.866374 0.533722 -2.901177 -0.2 0.4 0.1 0.074
H 1.666517 1.902954 -2.037313 -0.5 -1.4 0.4 0.110
H 1.442381 0.164489 -1.290365 0.1 1.3 -0.5 0.067
```
Forces are in eV/Å.

Output
Net charge: +1
Molecular weight: 104.173 g mol⁻¹
Energy above the lowest of the compared OMol25 structures with the same formula, charge and spin: 46.6 kcal/mol



Record 2
A cluster of 2 separate species, C5H14NO in total, computed with ωB97M-V with the def2-TZVPD basis set.

Structure (XYZ):
```
21
Properties=species:S:1:pos:R:3:forces:R:3:lowdin_charge:R:1
C 2.915309 -0.432961 0.794697 -4.4 2.2 -3.6 -0.044
C 2.373953 -1.259185 -0.534889 1.7 2.9 0.7 -0.219
C 0.896285 -1.406467 -0.630544 -0.5 0.3 -1.4 -0.214
C 0.132045 -0.153886 -0.284790 -3.0 -1.3 0.0 -0.044
C -1.215666 -0.015560 -0.144784 2.4 -1.7 1.3 -0.104
N -1.751667 0.966800 0.815106 -2.2 0.9 -1.1 0.115
H 3.554102 -1.044519 1.226404 3.5 -2.4 2.2 -0.004
H 2.059125 -0.293217 1.515453 0.8 0.0 -0.7 0.076
H 3.331910 0.572505 0.492798 -0.3 -1.3 0.5 0.093
H 2.846833 -2.208760 -0.584760 0.3 -0.9 0.2 0.092
H 2.724066 -0.749732 -1.451144 0.0 0.1 0.5 0.111
H 0.647479 -2.207949 0.041285 -0.9 -0.3 0.2 0.121
H 0.700945 -1.698558 -1.687592 -0.4 -0.1 0.8 0.140
H 0.654503 0.684525 0.025651 1.4 1.5 0.5 0.085
H -1.911081 -0.849380 -0.199899 0.1 0.1 -0.5 0.128
H -1.995672 0.498249 1.746461 0.2 1.0 -1.7 0.199
H -2.652004 1.393365 0.226021 1.1 -0.4 2.3 0.124
H -1.163355 1.790879 0.987696 0.1 -0.5 0.0 0.160
H -3.747819 1.662200 -1.379830 -0.2 1.1 1.1 0.109
H -4.678477 2.536949 -0.427349 2.1 -0.7 -0.1 0.140
O -3.720809 2.214705 -0.545988 -1.9 -0.5 -1.4 -0.063
```
Forces are in eV/Å.

Output
Net charge: +1
Molecular weight: 104.173 g mol⁻¹
Energy above the lowest of the compared OMol25 structures with the same formula, charge and spin: 61.4 kcal/mol



Record 3
A cluster of 2 separate species, C5H14NO in total, computed with ωB97M-V with the def2-TZVPD basis set.

Structure (XYZ):
```
21
Properties=species:S:1:pos:R:3:forces:R:3:lowdin_charge:R:1
C 0.971941 0.626668 2.245406 -0.2 -0.4 -0.4 -0.089
C 0.031060 -0.027829 1.200401 2.4 1.0 0.4 -0.236
C 0.818763 -0.716547 0.065181 -1.7 -0.1 0.0 -0.175
C 1.161602 0.258515 -1.062911 -0.5 -1.5 0.3 -0.132
C -0.072259 2.272570 -1.676541 -0.5 -1.3 -0.7 0.202
N -0.011552 1.001440 -1.528320 0.3 1.2 1.2 0.033
H 0.398781 1.315735 2.862091 0.2 -0.1 0.2 0.076
H 1.453659 -0.135478 2.858003 0.0 0.1 0.1 0.081
H 1.761967 1.192082 1.742152 0.0 0.1 0.1 0.069
H -0.592247 -0.733242 1.695671 -0.8 -0.3 0.2 0.101
H -0.498034 0.838395 0.805894 -0.7 -0.4 -0.1 0.087
H 1.692927 -1.291574 0.368370 0.2 0.4 0.2 0.131
H 0.132160 -1.481773 -0.317181 0.1 0.0 -0.4 0.112
H 1.973545 0.906544 -0.760939 0.1 0.4 -0.5 0.135
H 1.326560 -0.359215 -1.949252 1.0 0.2 0.0 0.147
H -0.893617 2.587515 -2.314436 -0.2 0.7 0.7 0.132
H 0.707199 2.899269 -1.269031 0.2 0.1 -0.4 0.132
H -0.870365 0.460056 -1.603385 0.1 -0.2 -0.8 0.189
H -3.646077 -2.659448 -0.125651 0.1 -0.3 -0.2 0.038
H -2.824645 -3.924109 -0.470442 -0.1 0.0 0.1 0.037
O -3.021374 -3.029572 -0.765071 0.0 0.4 0.1 -0.071
```
Forces are in eV/Å.

Output
Net charge: +1
Molecular weight: 104.173 g mol⁻¹
Energy above the lowest of the compared OMol25 structures with the same formula, charge and spin: 47.3 kcal/mol



Record 4
A cluster of 2 separate species, C5H14NO in total, computed with ωB97M-V with the def2-TZVPD basis set.

Structure (XYZ):
```
21
Properties=species:S:1:pos:R:3:forces:R:3:lowdin_charge:R:1
C -0.166290 -0.359923 -2.667313 -0.2 -0.3 -0.6 -0.101
C 0.655635 -0.321812 -1.400421 -0.2 0.6 0.8 -0.251
C 0.906165 1.116038 -0.878926 -0.4 -0.4 0.2 -0.173
C -0.165331 1.532647 0.115403 0.0 -0.8 0.3 -0.124
C -0.961590 0.483203 2.178263 0.5 -0.2 -0.7 0.177
N -0.010924 0.741396 1.375163 -0.2 0.3 0.3 0.056
H -1.209333 -0.063138 -2.562555 -0.1 -0.1 0.4 0.075
H -0.153924 -1.371015 -3.088645 -0.1 0.2 0.0 0.085
H 0.213809 0.324076 -3.425901 0.3 -0.1 0.0 0.081
H 1.596769 -0.840840 -1.522251 0.3 0.0 -0.3 0.109
H 0.160962 -0.869123 -0.586656 -0.1 -0.2 -0.2 0.097
H 0.851001 1.828959 -1.694947 0.4 0.1 -0.1 0.122
H 1.867130 1.166384 -0.377374 0.3 0.3 -0.1 0.113
H -1.132460 1.213483 -0.255557 -0.3 0.4 -0.2 0.129
H -0.171341 2.574408 0.410291 0.1 0.2 -0.2 0.138
H -0.734866 -0.159173 3.012923 -0.2 0.1 0.3 0.104
H -1.944482 0.847952 1.909934 -0.1 -0.1 0.3 0.134
H 0.917441 0.405006 1.621615 0.0 -0.1 -0.1 0.179
H -0.887580 -2.729868 2.916932 0.1 0.1 0.0 0.056
H 0.446112 -3.156905 2.380466 0.2 0.1 -0.1 0.057
O -0.076902 -2.361755 2.539557 -0.3 -0.2 0.1 -0.063
```
Forces are in eV/Å.

Output
Net charge: +1
Molecular weight: 104.173 g mol⁻¹
Energy above the lowest of the compared OMol25 structures with the same formula, charge and spin: 31.6 kcal/mol



Max |F| per entry: 2.618 6.108 2.616 0.982 eV/A
Orbital gap per entry: 11.5 10.3 9.1 10.4 eV